194
Properties=species:S:1:pos:R:3:forces:R:3:mulliken_charge:R:1 method="wB97M-V/def2-TZVPD" lumo_ha=0.0105 e_above_lowest_ev=7.875 homo_lumo_gap_ev=8.25 homo_energy_ev=-7.963 multiplicity=1 charge=0 energy_ha=-3201.058861 smiles="CCN(CC)CC.CCN(CC)CC.CCN(CC)CC.CCN(CC)CC.CCN(CC)CC.CN(C)C=O.CN(C)C=O.CN(C)C=O.CN(C)C=O.CN(C)C=O.CN(C)C=O.CN(C)C=O"
C -7.4031 -1.6252 3.0560 -0.349 -0.167 -0.168 -1.4739
C -6.0840 -1.3758 2.3875 0.358 1.210 0.375 -0.1458
N -5.0923 -2.3584 2.7631 0.833 1.025 -0.923 0.5581
C -3.6728 -1.7490 2.7483 -1.185 -2.094 1.023 -0.4540
C -3.3552 -1.5377 4.2216 0.850 -0.060 0.551 -0.8435
C -5.2772 -3.6749 2.1534 2.057 -1.356 -0.032 -0.3547
C -4.4890 -4.8367 2.9255 -1.014 0.461 0.302 -1.2244
H -7.8171 -2.4820 2.5245 -0.747 0.086 0.424 0.3302
H -8.0388 -0.7405 3.0196 -0.262 -0.154 -0.475 0.4737
H -7.3051 -1.8370 4.1207 0.300 -0.275 -0.099 0.3001
H -6.1890 -1.1692 1.3224 -0.293 -0.828 -0.745 0.1875
H -5.7621 -0.3661 2.6426 0.557 -0.039 0.846 0.1251
H -3.0266 -2.5111 2.3127 0.213 -0.055 0.019 0.2183
H -3.5013 -0.8332 2.1826 -0.705 0.040 -0.267 0.1944
H -3.7841 -0.6182 4.6199 -0.208 -0.114 -0.040 0.1199
H -3.6525 -2.3950 4.8256 -0.521 0.065 -0.211 0.3566
H -2.2944 -1.5003 4.4692 0.423 0.419 -0.460 0.0937
H -4.9103 -3.7775 1.1321 0.433 0.614 -0.572 0.1991
H -6.3085 -3.9794 1.9752 -0.244 0.421 0.942 0.4821
H -3.4734 -5.1144 2.6434 0.109 0.698 -0.573 0.2070
H -5.0272 -5.7806 2.8388 -0.266 0.043 -0.007 0.4214
H -4.4220 -4.6080 3.9892 -0.220 0.072 0.059 0.2885
C 0.7054 5.7935 -3.2453 0.740 0.364 -0.930 -1.1097
C 0.0405 5.7087 -1.9221 -1.075 -0.535 1.430 -0.7604
N 0.4602 4.6155 -1.0347 -2.360 -0.790 -0.737 0.2367
C 1.8018 4.7663 -0.6442 1.232 -0.243 0.532 0.7481
C 2.2779 6.1449 -0.0539 -0.636 -1.523 -1.094 -1.5774
C 0.1254 3.2019 -1.4889 0.045 0.458 0.190 0.8970
C -1.2200 3.0332 -2.1875 0.054 0.265 0.072 -2.0086
H 0.3894 6.6644 -3.8196 -0.595 -0.168 -0.111 0.4140
H 0.4910 4.8657 -3.7756 0.130 0.155 -0.393 0.2001
H 1.7832 5.9562 -3.2451 0.213 -0.400 0.448 0.2726
H 0.1044 6.5909 -1.2851 0.246 0.323 -0.377 0.5659
H -1.0322 5.5762 -2.0626 -0.092 0.072 -0.198 0.4680
H 1.9581 3.9815 0.0959 0.407 -0.027 0.286 -0.3310
H 2.4087 4.4926 -1.5072 0.902 0.092 -0.132 0.0712
H 3.2192 5.8817 0.4287 -0.227 0.531 0.292 0.2097
H 2.4778 6.8579 -0.8538 0.016 0.027 0.028 0.3715
H 1.4976 6.5570 0.5858 0.333 -0.045 0.366 0.4593
H 0.1678 2.4933 -0.6618 -0.060 0.479 0.608 -0.5534
H 0.8408 2.7390 -2.1687 0.734 0.472 -0.404 0.1642
H -1.5030 1.9883 -2.3141 0.350 -0.218 0.193 0.4374
H -1.1368 3.4241 -3.2016 -0.435 0.302 0.040 0.3850
H -2.0360 3.4862 -1.6244 -0.029 0.282 -0.168 0.3674
C 0.4475 -2.1966 -7.3618 -0.571 -0.754 0.048 -1.1764
C -0.8986 -2.1561 -6.5719 1.550 1.001 -0.676 -0.8117
N -0.6185 -1.9733 -5.1452 -1.708 -1.317 -1.366 0.8989
C 0.0673 -0.8332 -4.5823 -0.705 1.433 -0.734 0.2016
C -0.2323 0.5210 -5.3205 -0.757 -1.452 -0.040 -1.4113
C -0.2666 -3.2107 -4.5372 -0.737 -0.768 0.948 0.4584
C -1.3316 -4.3403 -4.4955 0.123 0.424 -0.695 -1.7454
H 0.8633 -3.1986 -7.2563 -0.019 -0.204 -0.039 0.3088
H 1.2338 -1.5722 -6.9376 -0.312 0.527 -0.251 0.2399
H 0.2936 -2.0622 -8.4325 0.196 0.348 0.009 0.4000
H -1.6142 -1.4331 -6.9634 0.401 0.722 0.150 0.4359
H -1.4380 -3.0586 -6.8593 0.113 -0.465 0.974 0.5287
H -0.4293 -0.7812 -3.6134 0.737 0.417 0.454 -0.5307
H 1.1485 -0.9276 -4.4814 0.261 -0.377 0.151 0.3931
H -1.2206 0.3752 -5.7565 -0.391 0.402 0.304 0.3650
H -0.2610 1.3452 -4.6078 0.188 0.030 -0.209 0.1069
H 0.3586 0.7347 -6.2112 0.563 -0.006 0.377 0.3791
H -0.0704 -2.9901 -3.4880 0.288 0.122 0.091 -0.6623
H 0.6245 -3.6863 -4.9468 0.591 0.093 -0.122 0.2427
H -2.3669 -4.0098 -4.4121 0.129 0.365 0.787 0.1715
H -0.9879 -4.9702 -3.6751 -0.634 -0.348 -0.153 0.5066
H -1.4145 -4.9335 -5.4062 0.652 -0.161 -0.124 0.4527
C 6.3194 -0.5212 -0.7602 -0.553 -1.135 0.060 -1.0142
C 6.2237 0.0749 -2.1377 -0.100 -0.299 0.625 -0.5681
N 5.5554 1.3396 -2.0155 -0.011 2.236 -1.304 0.3926
C 5.8371 2.0493 -3.2841 1.011 1.418 1.743 -0.5354
C 5.3805 3.5232 -3.2513 -0.439 -0.558 -0.917 -1.2029
C 4.1028 1.3559 -1.7903 -0.110 -2.034 -0.613 0.1276
C 3.3794 0.5694 -2.9093 -1.537 0.690 0.224 -0.8015
H 5.3764 -1.0127 -0.5205 0.060 -0.548 -0.053 0.0967
H 6.3945 0.2106 0.0441 0.633 0.298 -0.345 0.0932
H 7.1452 -1.2327 -0.7587 -0.173 -0.147 0.506 0.4538
H 7.2187 0.1493 -2.5764 0.245 0.925 0.352 0.5623
H 5.7785 -0.5504 -2.9116 -0.668 -0.643 0.301 0.3838
H 5.5404 1.4814 -4.1660 -0.417 0.190 -0.183 0.4535
H 6.9261 2.0924 -3.3011 0.135 -0.065 -0.298 0.5283
H 5.8125 4.1763 -2.4931 0.307 -0.524 0.261 0.2165
H 4.2988 3.5899 -3.1353 -0.055 0.144 -0.234 0.1772
H 5.6601 3.9511 -4.2140 -0.198 0.196 -0.084 0.4640
H 3.7929 0.9073 -0.8465 0.627 -0.589 0.222 -0.0190
H 3.6755 2.3429 -1.6136 0.475 0.378 -0.701 -0.5011
H 3.5355 -0.5086 -2.9489 0.428 0.097 0.258 0.1363
H 2.3111 0.6913 -2.7302 -0.380 -0.171 0.212 0.0936
H 3.4511 0.9771 -3.9177 0.554 0.123 0.017 0.4341
C -3.4347 -1.5599 -2.6715 -0.888 0.058 -0.423 -0.3006
C -4.0780 -0.4819 -3.5669 -1.520 -0.898 0.035 -0.4681
N -5.5220 -0.1432 -3.2960 1.005 0.481 1.798 0.1938
C -6.0749 0.9118 -4.1675 -0.548 -1.184 0.822 -0.5080
C -5.2567 2.1967 -4.2652 0.257 -0.484 0.399 -1.2100
C -6.4218 -1.3168 -3.2288 1.090 0.557 1.807 -0.4635
C -7.5191 -1.1713 -2.1208 -0.367 0.396 -0.734 -1.4726
H -3.5589 -2.5239 -3.1649 0.366 -0.095 0.182 0.1148
H -3.9429 -1.6506 -1.7115 0.284 0.281 0.273 0.6030
H -2.3821 -1.2872 -2.5950 0.012 -0.470 0.341 -0.5695
H -3.3804 0.3505 -3.4746 -0.757 0.516 -0.559 0.1035
H -4.1240 -0.9395 -4.5551 0.848 0.437 -0.710 0.3594
H -6.2877 0.2623 -5.0166 0.017 1.197 -1.531 0.5340
H -7.0571 1.1544 -3.7618 -0.104 0.010 0.121 0.2994
H -5.8094 3.1361 -4.2713 -0.503 -0.297 -0.875 0.4297
H -4.7739 2.3361 -3.2979 0.574 -0.435 0.029 0.2189
H -4.5213 2.1238 -5.0664 0.058 0.393 0.154 0.2375
H -5.7773 -2.1197 -2.8710 -0.116 -0.210 -0.157 0.2656
H -6.7818 -1.6256 -4.2102 -0.432 0.095 -0.224 0.4600
H -7.1694 -0.6777 -1.2141 0.578 -0.227 -0.106 0.3166
H -7.9745 -2.1195 -1.8350 0.266 -0.221 -0.117 0.4460
H -8.3690 -0.5525 -2.4089 -0.011 0.110 -0.437 0.3788
C 3.6260 3.6861 2.6566 -0.410 -0.170 0.320 -0.1893
O 3.2589 2.6430 3.1749 -0.465 -0.068 0.026 -0.4765
N 4.7097 3.7788 1.8784 -1.139 -0.783 -0.582 0.5505
C 5.3693 5.0363 1.6386 1.385 -0.109 0.916 -1.1705
C 5.2337 2.5189 1.3410 1.292 0.472 0.045 -0.5219
H 3.0367 4.6104 2.7603 0.266 0.221 0.206 0.3401
H 6.1604 5.1146 2.3844 0.351 0.069 0.205 0.3584
H 4.7700 5.9194 1.8601 -0.402 -0.273 -0.525 0.4801
H 5.9360 5.0724 0.7082 -0.710 0.038 -0.381 0.2982
H 6.2409 2.3944 1.7389 0.351 -0.053 -0.283 0.4183
H 4.7315 1.5990 1.6403 -0.632 0.670 0.108 -0.1244
H 5.2692 2.5817 0.2534 0.181 -0.062 -0.014 0.0620
C 5.4091 0.2069 6.1615 -0.490 -1.953 1.183 -0.0267
O 5.5217 0.0358 7.3909 -0.033 0.543 -2.406 -0.6249
N 5.2467 -0.8069 5.2352 -0.125 0.553 -0.280 0.2034
C 4.7219 -0.4514 3.8900 -0.044 -0.687 0.343 -0.9735
C 5.0828 -2.2254 5.6227 -1.330 0.512 0.474 -0.9145
H 5.3491 1.1779 5.6461 0.228 0.174 0.323 0.4368
H 3.6755 -0.1472 3.8644 -0.232 -0.008 0.514 0.3013
H 4.7627 -1.3822 3.3244 0.236 0.227 -0.315 0.3507
H 5.2404 0.3523 3.3671 0.470 -0.195 0.337 0.3420
H 4.0234 -2.4626 5.7204 -0.447 0.391 0.314 0.2695
H 5.3042 -2.9654 4.8536 1.198 0.441 -0.063 0.3539
H 5.4882 -2.4009 6.6192 0.471 -0.043 -0.411 0.3295
C -0.8072 -0.3316 -0.0832 -0.829 1.729 3.773 -0.5910
O -0.2172 -0.7833 -0.9774 2.286 -2.408 -4.843 -0.2567
N -0.1443 0.3603 0.8879 -0.812 -0.111 0.662 1.6846
C -0.7936 0.8051 2.1080 0.667 0.611 0.974 0.0239
C 1.3322 0.5615 0.8731 -1.189 -0.117 -0.544 -0.6605
H -1.8931 -0.4918 0.0025 -0.123 0.475 0.586 0.4040
H -0.5035 1.8453 2.2565 -0.069 0.138 0.146 0.1267
H -0.4212 0.2720 2.9828 0.281 -0.186 -0.120 -0.5783
H -1.8686 0.7669 2.2840 -0.161 -0.240 -1.143 0.0630
H 1.7296 0.3377 -0.1169 -0.238 0.033 -0.005 -0.4597
H 1.4994 1.6137 1.1036 0.266 -0.076 0.173 0.1163
H 1.8453 -0.0869 1.5833 -0.127 0.049 0.248 0.2433
C -0.4296 -4.4585 4.6212 2.217 -2.936 1.228 0.2080
O -0.4865 -5.3893 5.4629 -0.781 2.128 -2.095 -0.6709
N 0.0292 -4.6480 3.3297 -0.499 0.043 -0.252 0.3209
C 0.1601 -5.9839 2.6597 -1.591 0.111 1.375 -1.1317
C 0.4881 -3.5046 2.5402 0.915 -1.186 0.176 -0.5198
H -0.4445 -3.3993 4.9212 -0.435 -0.081 -0.172 0.2762
H -0.7849 -6.2081 2.1651 -0.133 0.253 -0.450 0.3158
H 0.1620 -6.7645 3.4205 0.526 0.216 0.229 0.4139
H 0.9488 -6.1679 1.9302 0.365 0.779 0.378 0.3408
H 0.2948 -2.5266 2.9810 -0.577 -0.195 -0.095 -0.1255
H 1.5730 -3.6096 2.5491 0.348 0.346 -0.282 0.6139
H 0.1875 -3.6555 1.5034 -0.360 0.608 0.077 -0.0560
C 1.9149 -1.1123 6.7933 -0.833 -3.334 -0.963 -0.1002
O 1.5387 -2.1690 6.2501 0.453 0.956 0.676 -0.5265
N 1.6050 0.0732 6.3193 0.341 1.630 -1.410 0.3725
C 2.2459 1.2305 6.8546 -0.258 0.930 0.693 -0.9375
C 0.8268 0.3032 5.0884 0.380 -0.938 0.281 -0.8371
H 2.5022 -1.1658 7.7230 0.049 0.450 -0.166 0.4001
H 1.4351 1.9106 7.1159 0.240 0.337 0.595 0.3701
H 2.8836 1.8042 6.1821 0.034 -0.404 -0.582 0.1374
H 2.8812 0.9426 7.6922 -0.289 0.193 0.197 0.4081
H 0.7010 -0.6509 4.5765 -0.200 -0.115 0.321 -0.1987
H -0.1456 0.7357 5.3239 -0.020 0.029 -0.004 0.5299
H 1.3566 0.9310 4.3720 0.224 0.347 0.337 0.4067
C -4.2048 2.5771 3.6250 -0.647 0.534 -1.140 -0.0093
O -3.3416 1.9311 4.1473 0.973 -0.622 1.006 -0.4948
N -4.0075 3.3666 2.5415 -0.996 0.645 -0.824 0.2376
C -5.1152 3.8622 1.7055 0.508 0.533 -0.680 -0.9352
C -2.6806 3.7757 2.0806 -0.380 -0.185 0.361 -1.1962
H -5.2551 2.5871 3.9553 -0.084 -0.166 0.017 0.3654
H -6.1545 3.7095 1.9963 0.355 0.098 1.064 0.3136
H -5.1630 3.4658 0.6912 0.708 -0.803 -0.108 0.3195
H -4.8960 4.9053 1.4774 -0.444 0.344 0.480 0.3507
H -2.5042 3.3715 1.0838 0.387 -0.182 0.088 0.3810
H -2.6077 4.8607 2.0066 -0.308 0.141 -0.030 0.4418
H -1.9443 3.4792 2.8277 -0.050 -0.313 -0.324 0.2560
C 2.4606 -2.9790 -1.7323 -0.262 0.431 -0.703 0.2274
O 3.5851 -2.8508 -2.2170 -0.746 -0.663 0.530 -0.7097
N 1.7840 -4.1450 -1.5274 1.243 0.553 0.650 0.1714
C 0.3962 -4.3083 -1.1121 0.577 1.135 -1.533 0.5858
C 2.3327 -5.3649 -2.0398 1.199 -0.183 0.029 -1.1203
H 1.8562 -2.0781 -1.5445 -0.154 -0.110 0.457 0.4300
H -0.0334 -3.3367 -0.8683 0.137 -0.119 0.864 -0.3475
H 0.3601 -5.1332 -0.4005 -0.519 0.375 0.112 0.3543
H -0.1181 -4.5094 -2.0519 -0.470 -0.818 0.339 -0.4571
H 2.0081 -5.4220 -3.0788 -0.237 -0.993 0.028 0.2815
H 3.4216 -5.4111 -2.0531 0.078 0.792 -0.109 0.3213
H 2.1310 -6.1752 -1.3392 -0.822 -0.307 -0.557 0.3556